Entry from the Open Molecules 2025 dataset: a cluster of 2 separate species, C3H5N2O3 in total in a non-equilibrium geometry (ωB97M-V/def2-TZVPD).

Each line ends with the natural charge from an NBO analysis.
Cartesian coordinates (Å):
C  0.741974  -0.145640  -0.008846  0.5885
C  -1.440208  0.467112  0.055470  -0.2623
C  -1.276849  -1.053771  -0.151851  -0.0988
N  -0.036821  0.884542  0.112720  -0.5510
N  2.714798  0.167477  0.051865  0.6632
O  2.859686  1.306285  -0.047052  -0.2001
O  3.273104  -0.825106  0.174321  -0.1493
O  0.158945  -1.265932  -0.147214  -0.4053
H  -1.948108  0.962439  -0.775416  0.2427
H  -1.946916  0.723460  0.988299  0.2415
H  -1.704692  -1.658068  0.650328  0.2366
H  -1.656672  -1.407028  -1.112003  0.2345
H  0.261762  1.844227  0.209380  0.4597

Atomic forces in eV per Å
C 1.944 1.152 0.181
C -0.567 0.080 -0.004
C -1.133 -0.044 -0.027
N 0.181 -0.255 -0.093
N -3.509 -0.858 -0.134
O 0.641 1.237 -0.041
O 1.022 -0.827 0.099
O 0.802 -0.453 -0.011
H 0.071 -0.115 0.115
H 0.067 -0.069 -0.121
H 0.151 0.128 -0.111
H 0.129 0.069 0.136
H 0.199 -0.045 0.011

LUMO energy: -5.14 eV
multiplicity: 1
frontier orbital gap: 10.76 eV
total charge: +1



Entry from the Open Molecules 2025 dataset: a structure of composition C12H27HgN3O2Ta in a non-equilibrium geometry (ωB97M-V/def2-TZVPD).

Each line ends with the natural charge from an NBO analysis.
Cartesian coordinates (Å):
N  0.519697  1.642962  1.141861  -1.0752
C  0.773979  4.529249  1.253379  0.5149
O  1.271462  5.160531  2.074154  -0.5040
Hg  1.754516  2.180444  2.913477  1.2236
Ta  -0.523376  0.148990  1.048004  2.1190
N  0.745683  -1.404702  1.098704  -0.5183
N  -1.159852  0.304993  -0.858453  -0.4880
C  1.931244  -1.732702  0.303928  0.0889
C  -0.999222  1.286110  -1.924730  0.0855
C  2.775750  -2.811089  0.981904  -0.6308
C  1.444181  -2.215719  -1.062326  -0.6035
C  2.785765  -0.478441  0.129541  -0.6144
C  -1.660907  2.595090  -1.481864  -0.6100
C  -1.629761  0.813544  -3.229026  -0.6285
C  0.495789  1.535538  -2.140097  -0.6186
H  2.970134  -2.533346  2.028992  0.2197
H  3.738406  -2.884728  0.457541  0.2531
H  2.290536  -3.789758  0.940191  0.2283
H  0.873571  -3.146314  -0.958523  0.2241
H  2.299959  -2.400995  -1.724725  0.2539
H  0.790285  -1.464175  -1.531128  0.2063
H  2.232462  0.356480  -0.319853  0.2242
H  3.641529  -0.719983  -0.526945  0.2523
H  3.169296  -0.123713  1.095648  0.1973
H  -2.727228  2.430774  -1.280135  0.2195
H  -1.567140  3.351649  -2.277570  0.2564
H  -1.185771  2.972408  -0.565600  0.2212
H  -2.717209  0.772014  -3.154513  0.2240
H  -1.245151  -0.165990  -3.514691  0.2226
H  -1.377986  1.523088  -4.023496  0.2549
H  0.633298  2.257958  -2.962316  0.2517
H  1.006826  0.597549  -2.416634  0.2181
H  0.961823  1.945979  -1.230558  0.2260
C  0.057651  -2.499881  1.778852  -0.4910
H  -0.586470  -2.093627  2.579277  0.2390
H  -0.570001  -3.104031  1.103111  0.2445
H  0.766925  -3.178304  2.273378  0.2615
C  -2.318397  -0.580210  -0.940145  -0.4619
H  -2.506191  -1.047754  0.049660  0.2109
H  -3.242158  -0.043945  -1.227974  0.2563
H  -2.166749  -1.403865  -1.662608  0.2650
C  -2.377195  0.702258  3.602617  -0.2455
O  -1.811366  0.153771  2.423965  -0.7793
H  -3.464640  0.797487  3.477633  0.2213
H  -1.953996  1.697107  3.794359  0.1793
H  -2.140003  0.067301  4.463734  0.2060

Atomic forces in eV per Å
N 2.010 0.924 2.366
C 0.982 1.989 1.569
O -1.038 -1.519 -1.711
Hg -1.330 -0.532 -1.873
Ta -0.532 0.627 0.649
N -0.853 -0.368 -0.547
N -0.587 -0.671 0.276
C 0.820 0.259 0.145
C 0.613 0.494 -0.769
C 0.173 -0.031 0.046
C -0.378 -0.194 -0.480
C 0.210 0.287 -0.299
C -0.350 0.299 0.378
C -0.101 -0.033 -0.086
C 0.401 -0.031 -0.076
H 0.047 -0.181 -0.279
H -0.302 -0.035 0.196
H 0.177 0.083 0.057
H 0.143 0.105 -0.098
H -0.197 -0.013 0.229
H 0.288 -0.194 0.125
H 0.151 -0.330 0.007
H -0.376 0.174 0.380
H 0.049 -0.186 -0.132
H 0.148 0.131 -0.082
H -0.009 -0.342 0.291
H -0.079 0.003 -0.265
H 0.054 -0.032 -0.147
H -0.020 -0.012 -0.100
H -0.051 -0.136 0.179
H -0.055 -0.294 0.380
H -0.147 0.389 0.033
H -0.142 -0.084 -0.359
C -0.089 -0.473 0.767
H 0.094 -0.222 -0.339
H 0.237 0.144 0.014
H -0.231 0.222 -0.167
C -0.553 -0.261 0.026
H -0.038 0.004 -0.309
H 0.435 -0.174 0.185
H 0.067 0.365 0.227
C -0.306 0.286 0.459
O 0.556 -0.170 -0.553
H 0.377 -0.123 0.088
H -0.088 -0.135 -0.147
H -0.177 -0.008 -0.254

LUMO energy (alpha / beta): -10.49 / -10.53 eV
multiplicity: 2
<S²>: 0.81
frontier orbital gap (alpha / beta): 5.80 / 4.77 eV
total charge: +2



Entry from the Open Molecules 2025 dataset: a cluster of 2 separate species, C7H9BrF3NOS in total in a non-equilibrium geometry (ωB97M-V/def2-TZVPD).

Each line ends with the natural charge from an NBO analysis.
Cartesian coordinates (Å):
C  -1.005148  -2.600507  -0.204682  -0.7340
S  -0.012576  -1.085574  -0.028758  0.2140
C  -1.276270  0.124284  -0.397643  -0.1885
C  -1.899768  0.037354  -1.753052  -0.6593
C  -1.565678  1.037333  0.523361  -0.0287
C  -0.979374  1.203537  1.879358  -0.6689
Br  -2.917290  2.341203  0.116224  0.0155
H  -1.350740  -2.712490  -1.227605  0.2138
H  -1.844120  -2.561589  0.484253  0.2183
H  -0.348629  -3.424819  0.057288  0.2312
H  -1.368484  -0.680256  -2.371253  0.2223
H  -2.946162  -0.262996  -1.680640  0.2283
H  -1.862350  1.008467  -2.244709  0.2373
H  -0.489481  2.174879  1.963055  0.2290
H  -1.761894  1.158854  2.637772  0.2274
H  -0.250250  0.422796  2.074759  0.2404
O  3.987196  -1.522057  1.592079  -0.4574
C  3.497969  -0.719103  0.942863  0.9269
N  2.832290  0.033877  0.288489  -0.6357
C  2.879972  1.190313  -0.460407  1.0944
F  1.688019  1.467484  -0.974082  -0.2999
F  3.253622  2.252474  0.268809  -0.3143
F  3.739142  1.116525  -1.485487  -0.3123

Atomic forces in eV per Å
C 0.121 0.435 0.073
S -0.293 -0.210 -0.103
C 0.291 -0.269 0.214
C -0.116 0.053 -0.099
C -0.153 0.062 -0.124
C -0.025 0.118 0.145
Br 0.174 -0.094 0.040
H -0.056 -0.096 -0.049
H -0.064 -0.110 0.005
H 0.007 -0.088 -0.016
H 0.005 -0.033 -0.056
H -0.039 0.020 -0.059
H -0.062 0.022 -0.058
H -0.012 0.014 0.018
H -0.005 0.043 0.021
H 0.015 -0.021 0.015
O 0.873 -1.064 0.891
C -0.676 0.933 -0.746
N -0.230 0.039 -0.072
C 0.359 0.556 -0.256
F -0.316 -0.081 0.031
F 0.029 0.030 0.253
F 0.172 -0.257 -0.068

LUMO energy: 0.46 eV
multiplicity: 1
frontier orbital gap: 9.00 eV
SMILES string: CS/C(C)=C(\C)Br.O=C=NC(F)(F)F
total charge: 0



Relative energy (zero: lowest compared OMol25 entry of this formula, charge and spin) for the records above, in order: 3.765 1.404 0.000 eV